Record 1
DFT (wB97M-V/def2-TZVPD) results for a cluster of 2 separate species, C3H6N5 in total in a non-equilibrium geometry.

Structure (XYZ):
```
14
Properties=species:S:1:pos:R:3:forces:R:3
C 1.81392 0.89350 -0.12953 -0.5 2.2 0.4
C 2.34626 -0.37917 -0.05411 1.4 1.8 -0.7
C -2.35071 -0.01266 0.04992 -1.5 -2.7 -0.2
N 0.46197 0.74026 0.06275 0.9 0.5 -0.3
N 1.29610 -1.14587 -0.01109 -1.7 -0.3 1.2
N 0.14547 -0.50586 0.17384 1.2 -0.2 -0.8
N -2.01673 1.15236 0.19800 0.1 3.7 0.0
N -2.71828 -1.13012 0.04738 -0.1 0.6 0.7
H 2.17992 1.97212 -0.26436 -0.2 -2.2 0.3
H 3.32610 -0.82798 0.03145 0.0 0.4 -0.4
H -0.90257 1.28109 0.20304 0.1 0.2 0.1
H -2.64026 1.93025 -0.07142 0.5 -0.6 0.1
H 1.34572 -2.08879 0.19231 -0.2 -2.4 0.3
H -2.28693 -1.87911 -0.42818 -0.1 -1.1 -0.8
```
Forces are in eV/Å.

Computed properties:
Molar mass, g/mol: 112.12
E_tot, eV: -10649.795
Net charge: +1
Relative energy (zero: lowest compared OMol25 entry of this formula, charge and spin), kJ/mol: 240.4
E_LUMO, eV: -3.436
Spin multiplicity: 1

=====

Record 2
DFT (wB97M-V/def2-TZVPD) results for the ion C13H20N3 with charge +1 in a non-equilibrium geometry.

Structure (XYZ):
```
36
Properties=species:S:1:pos:R:3:forces:R:3
C -5.54835 1.21538 -0.94072 0.1 0.7 0.3
N -4.90730 -0.02071 -0.50291 -0.9 0.0 1.2
C -5.54895 -1.25775 -0.93791 0.1 -0.7 0.2
C -3.61783 -0.02228 0.13656 1.8 0.1 -1.9
C -3.01793 -0.02436 1.70188 -2.0 0.0 0.6
C -1.53926 -0.02488 2.04334 0.5 0.0 1.6
N -0.76555 -1.11380 2.37312 -0.4 0.5 -0.9
C -1.15215 -2.51197 2.49049 0.1 -0.4 -0.2
C 0.55732 -0.70395 2.61025 0.1 -1.4 -0.4
C 1.74140 -1.45217 2.58263 1.1 1.0 0.3
C 2.96625 -0.73223 2.61027 -1.3 0.0 0.1
C 2.96532 0.68643 2.61066 -1.3 0.0 0.1
C 1.73968 1.40497 2.58365 1.1 -1.0 0.3
C 0.55652 0.65549 2.61091 0.1 1.4 -0.4
N -0.76662 1.06408 2.37421 -0.4 -0.5 -0.9
C -1.15547 2.46147 2.49233 0.1 0.4 -0.2
H -6.61746 1.06685 -1.22973 0.9 -0.1 0.5
H -5.50878 1.95164 -0.12259 -0.3 -0.1 -0.3
H -5.05690 1.70225 -1.80949 0.0 -0.4 0.2
H -6.61834 -1.10950 -1.22690 0.9 0.1 0.5
H -5.05766 -1.74646 -1.80605 0.0 0.4 0.2
H -5.50891 -1.99223 -0.11816 -0.3 0.1 -0.3
H -3.17547 -1.00662 -0.16473 0.4 1.2 -0.7
H -3.17646 0.96594 -0.15906 0.4 -1.3 -0.7
H -3.49728 0.89354 2.08127 0.4 -0.6 0.7
H -3.49667 -0.94530 2.07640 0.4 0.6 0.7
H -0.23207 -3.11295 2.39980 -0.6 0.2 -0.1
H -1.61350 -2.74745 3.45930 0.1 0.3 -0.2
H -1.84222 -2.78152 1.69794 0.0 -0.1 -0.1
H 1.72542 -2.52764 2.51591 0.1 -0.1 0.1
H 3.92437 -1.25832 2.62052 -0.5 0.1 -0.1
H 3.92290 1.21334 2.62126 -0.5 -0.1 -0.1
H 1.72259 2.48037 2.51779 0.1 0.1 0.1
H -0.23660 3.06379 2.40122 -0.6 -0.2 -0.1
H -1.84650 2.72995 1.70048 0.0 0.1 -0.1
H -1.61659 2.69558 3.46138 0.1 -0.3 -0.2
```
Forces are in eV/Å.

Computed properties:
Molar mass, g/mol: 218.32
E_tot, eV: -18267.994
Net charge: +1
E_LUMO, eV: -3.440
Spin multiplicity: 1

=====

Record 3
DFT (wB97M-V/def2-TZVPD) results for a structure of composition C39H54FeN6O in a non-equilibrium geometry.

Structure (XYZ):
```
101
Properties=species:S:1:pos:R:3:forces:R:3
Fe -0.49487 -0.12421 0.72135 -0.5 -0.5 0.1
C 0.76198 5.64150 -1.97666 -0.1 0.0 0.0
C -0.45624 5.22073 -1.14250 0.2 0.0 0.0
C -0.17516 4.03376 -0.27332 0.1 0.2 0.4
C 0.28948 4.02277 1.01125 -0.2 0.4 -0.3
C 0.64012 5.18613 1.88614 0.2 0.0 0.0
C 2.12056 5.58403 1.79798 -0.1 0.0 0.0
C 0.46400 2.63135 1.37930 0.3 -0.8 -0.3
C 1.23837 2.16969 2.44672 -0.2 0.3 0.2
C 1.73481 0.85969 2.53568 -0.4 -0.4 -0.4
C 2.89619 0.43820 3.29179 0.3 -0.3 0.2
C 3.74244 1.34813 4.12602 0.0 0.0 -0.1
C 4.69590 2.20396 3.28158 0.0 0.0 0.1
C 3.11133 -0.87644 2.98612 0.0 0.3 0.3
C 2.05821 -1.26127 2.07137 0.1 -0.8 -0.1
C 1.86791 -2.52455 1.55244 0.1 0.6 0.2
C 0.82132 -2.96126 0.70937 -0.1 -0.3 -0.1
N -0.24741 -2.17407 0.34792 -0.1 -0.4 -0.1
C -1.03981 -2.93346 -0.42686 0.2 -0.1 0.0
C -2.27445 -2.35375 -1.05217 0.0 0.4 0.0
C -1.88280 -1.13973 -1.87760 0.1 0.1 0.1
N -1.36068 -0.05686 -1.26039 -0.2 0.1 0.0
C -1.13088 0.89062 -2.23593 -0.5 -0.4 -0.1
C -0.75177 2.21569 -1.90810 0.2 0.4 0.7
C -0.35410 2.65103 -0.66025 -0.2 -0.2 -1.0
N -0.00433 1.82846 0.38656 0.1 0.6 0.3
C -1.53184 0.38017 -3.49019 0.3 0.0 0.1
C -1.99329 -0.92585 -3.25724 0.0 -0.1 0.0
C -2.53560 -1.89963 -4.25974 -0.1 0.1 0.1
C -4.04004 -1.71737 -4.49900 0.1 -0.1 -0.1
C -1.40678 1.07303 -4.81428 -0.2 0.1 0.1
C -2.51167 2.10448 -5.08491 0.1 -0.1 -0.1
C -0.50268 -4.22322 -0.60485 -0.1 0.0 -0.1
C 0.68861 -4.24846 0.13104 0.0 0.1 0.2
C 1.66297 -5.38053 0.27435 0.0 0.0 -0.2
C 2.33708 -5.76652 -1.04750 0.0 0.0 0.1
C -1.10524 -5.31089 -1.45094 0.1 0.0 0.1
C -1.34475 -6.63437 -0.71666 0.0 0.1 -0.1
N 1.25004 -0.17945 1.82085 0.4 0.7 0.4
C 4.24093 -1.74816 3.44033 0.0 0.1 -0.2
C 5.39193 -1.77319 2.42494 -0.1 0.0 0.1
H 0.55165 6.54353 -2.55689 0.0 0.0 0.0
H 1.03931 4.84035 -2.66312 0.0 0.0 0.0
H 1.61889 5.83958 -1.33330 0.0 0.0 0.0
H -1.27737 4.98892 -1.82456 -0.1 0.0 0.1
H -0.77966 6.06241 -0.52297 0.0 0.0 0.0
H 0.41050 4.93555 2.92542 -0.1 0.0 0.0
H 0.02565 6.05130 1.62017 0.0 0.0 0.0
H 2.75811 4.72937 2.02312 0.0 0.0 0.0
H 2.35478 6.38462 2.50448 0.0 0.0 0.0
H 2.36519 5.93288 0.79454 0.0 0.0 0.0
H 1.60270 2.90017 3.15911 0.1 0.0 -0.1
H 4.32953 0.76225 4.83847 0.0 0.0 0.0
H 3.09637 2.01236 4.70772 0.0 0.0 0.1
H 5.37128 1.56868 2.70692 0.0 0.0 0.0
H 5.29471 2.86025 3.91830 0.0 0.0 0.0
H 4.13363 2.81601 2.57644 0.0 0.0 0.0
H 2.61206 -3.26437 1.82382 0.0 0.0 0.0
H -2.72514 -3.07757 -1.73283 0.0 0.0 0.0
H -0.80297 2.95313 -2.70153 -0.1 0.1 0.0
H -2.35382 -2.91904 -3.90908 0.1 0.0 -0.1
H -2.00554 -1.79320 -5.21062 0.0 0.0 0.0
H -4.58900 -1.86061 -3.56667 0.0 0.0 0.0
H -4.41368 -2.43336 -5.23658 -0.1 0.0 0.0
H -4.24434 -0.70750 -4.85892 0.0 0.0 0.0
H -0.43645 1.57476 -4.87003 0.0 0.0 -0.1
H -1.42869 0.32308 -5.60956 0.1 0.0 0.0
H -2.45247 2.93044 -4.37484 0.0 0.0 0.0
H -3.49690 1.64598 -4.98605 0.0 0.0 0.0
H -2.41762 2.51346 -6.09474 -0.1 0.0 0.0
H 1.16187 -6.25950 0.69107 0.0 0.0 0.0
H 2.44308 -5.10508 0.98649 0.0 0.0 0.0
H 1.60527 -6.13059 -1.76980 0.0 0.0 0.0
H 3.08084 -6.55280 -0.89191 0.0 0.0 0.0
H 2.83398 -4.89804 -1.48178 0.0 0.0 0.0
H -0.47274 -5.49733 -2.32637 -0.1 0.0 0.0
H -2.06297 -4.96248 -1.84066 0.0 0.0 0.0
H -0.40489 -7.14003 -0.49387 0.0 0.0 0.0
H -1.95203 -7.30631 -1.32865 0.0 0.0 0.0
H -1.86963 -6.45621 0.22312 0.0 0.0 0.0
H 4.61605 -1.39004 4.40240 0.0 -0.1 0.0
H 3.88461 -2.76978 3.59294 0.0 0.0 0.1
H 6.16671 -2.48301 2.72536 0.0 0.0 0.0
H 5.84597 -0.78523 2.33609 0.0 0.0 0.0
H 5.01478 -2.05777 1.44203 0.0 0.0 0.0
N -1.14184 -1.13435 3.04883 0.0 0.0 -0.2
H -0.36688 -1.78736 3.07406 0.0 0.0 0.0
H -1.99012 -1.60903 3.33043 0.0 0.0 0.0
H -0.95419 -0.37482 3.69142 0.0 0.0 0.0
C -4.16981 2.77849 2.22474 0.1 0.0 -0.1
C -3.34535 1.81644 1.39072 0.2 0.0 0.7
N -3.61930 1.81807 0.07717 0.4 -0.5 -0.5
O -2.54192 1.05444 1.92452 -0.4 0.3 -0.3
H -4.43860 3.66835 1.65561 0.0 0.0 0.1
H -3.60845 3.05969 3.11237 0.0 0.0 0.0
H -5.08363 2.26852 2.53293 0.0 0.0 0.0
H -4.09703 2.59135 -0.34693 0.0 0.0 0.0
H -3.02423 1.22621 -0.50966 -0.1 0.2 0.0
C -3.30561 -1.90802 -0.05941 0.1 0.1 0.0
H -4.24158 -1.52024 -0.44728 0.0 -0.1 0.0
H -2.97287 -1.53719 0.90381 -0.1 -0.1 0.0
```
Forces are in eV/Å.

Computed properties:
Molar mass, g/mol: 678.75
E_tot, eV: -86698.469
Net charge: -1
Relative energy (zero: lowest compared OMol25 entry of this formula, charge and spin), kJ/mol: 0.0
E_LUMO (alpha / beta), eV: 2.592 / 2.519
Spin multiplicity: 6

=====

Record 4
DFT (wB97M-V/def2-TZVPD) results for the molecule C4H5NO2.

Structure (XYZ):
```
12
Properties=species:S:1:pos:R:3:forces:R:3
H 0.39291 -2.01394 -1.12067 0.1 0.1 0.0
N 0.85136 -1.23088 -0.65100 -0.4 0.2 0.0
C 0.00042 -0.33828 -0.35056 0.1 -0.2 0.0
C -1.49226 -0.39015 -0.58761 0.0 0.0 -0.1
C 0.50426 0.88364 0.36172 -0.2 0.0 0.0
O 1.95720 1.19456 0.16917 0.2 0.0 0.1
C 1.55970 0.79342 1.36319 0.2 -0.1 0.4
O 2.00242 0.56088 2.44084 -0.2 0.1 -0.6
H -1.72394 -1.08371 -1.40196 0.0 0.1 0.2
H -2.01332 -0.73823 0.31427 0.1 0.1 -0.1
H -1.89525 0.59638 -0.84429 0.1 -0.2 0.0
H -0.11638 1.77802 0.33492 0.1 -0.2 0.0
```
Forces are in eV/Å.

Computed properties:
Molar mass, g/mol: 99.09
E_tot, eV: -9812.374
Net charge: 0
Relative energy (zero: lowest compared OMol25 entry of this formula, charge and spin), kJ/mol: 187.3
E_LUMO, eV: 0.663
Spin multiplicity: 1